The following is a DFT calculation (the ωB97M-V functional and the def2-TZVPD basis) of a structure of composition C43H87FNbO10SSi.

Structure (ORCA input):
```
! RIJCOSX wB97M-V def2-TZVPD def2/J DEFGRID3
* xyz -1 1
C 0.1042 7.3468 1.2829
C 0.9345 6.4785 0.3486
C 0.6343 4.9937 0.5414
O 1.6307 4.2707 1.2231
C 2.8383 4.0919 0.5013
Nb 2.8745 2.0601 -0.4986
C 5.0494 2.6709 -0.7505
C 6.1202 1.7260 -0.2046
O 7.1642 2.4167 0.4976
Si 7.3114 2.0812 2.1022
C 7.3590 0.2307 2.4275
C 8.8759 2.8221 2.7984
C 5.8215 2.8018 2.9888
C 0.8016 1.3791 0.1491
O 0.4810 1.2575 1.5509
C 0.7307 0.1108 2.2359
C 0.6445 -1.1638 1.7139
C 0.8512 -2.2821 2.4904
C 0.7146 -3.6607 1.9122
C 1.1580 -2.1074 3.8136
C 1.2340 -0.8404 4.3274
C 1.0287 0.2739 3.5745
C 1.0885 1.6349 4.2079
C 2.1348 2.5696 3.5729
C -0.2944 2.2873 4.2516
C 3.5091 0.2297 -1.6728
C 2.7611 -0.0574 -2.9249
C 1.6602 -0.8864 -2.9396
C 0.9795 -1.1533 -4.0962
C 1.3707 -0.5905 -5.2914
C 0.6172 -0.8818 -6.5500
C 2.4644 0.2267 -5.2747
C 3.1468 0.4819 -4.1242
S 2.0619 3.3190 -2.6835
O 0.8617 2.7049 -3.1839
O 3.1319 3.5142 -3.6191
F 1.5810 4.8420 -2.3656
H -0.0322 6.8788 2.2538
H 0.5366 8.3229 1.4640
H -0.8843 7.4527 0.8499
H 0.6621 6.7350 -0.6683
H 1.9928 6.6623 0.4704
H -0.2488 4.9160 1.1705
H 0.3765 4.5202 -0.4049
H 3.6616 4.1116 1.2085
H 3.0420 4.8919 -0.2112
H 3.4916 1.3001 1.0129
H 5.2181 3.6587 -0.3300
H 5.1816 2.7578 -1.8294
H 6.5877 1.2055 -1.0368
H 5.6723 0.9544 0.4171
H 6.3380 -0.0984 2.5943
H 7.9301 0.0041 3.3201
H 7.7337 -0.3363 1.5820
H 9.7590 2.4400 2.3002
H 8.8902 3.9049 2.8274
H 8.9330 2.4722 3.8262
H 5.5127 3.6850 2.4427
H 6.0350 3.0528 4.0211
H 5.0075 2.0869 2.9373
H 0.1698 2.1908 -0.2164
H 0.5066 0.5036 -0.4225
H 0.3737 -1.3070 0.6838
H 1.6794 -4.0435 1.5961
H 0.2633 -4.3064 2.6572
H 0.0201 -3.6256 1.0916
H 1.3176 -2.9519 4.4638
H 1.4573 -0.7233 5.3760
H 1.3749 1.4790 5.2424
H 1.6981 3.5350 3.3466
H 2.4871 2.1738 2.6296
H 2.9644 2.7312 4.2521
H -0.5146 2.8070 3.3276
H -0.3079 3.0256 5.0500
H -1.0613 1.5597 4.4897
H 4.5681 0.2164 -1.9102
H 3.3398 -0.5812 -0.9638
H 1.3440 -1.3556 -2.0183
H 0.1349 -1.8251 -4.0545
H 0.5839 -1.9499 -6.7223
H -0.4118 -0.5497 -6.4491
H 1.0576 -0.3888 -7.4076
H 2.7943 0.6999 -6.1877
H 3.9942 1.1452 -4.1640
C -3.9845 -4.8125 0.1750
C -3.3416 -3.9416 1.2449
C -4.2967 -2.8589 1.7233
O -2.1307 -3.3420 0.7790
H -4.2457 -4.2201 -0.7038
H -3.2916 -5.5885 -0.1520
H -4.8926 -5.2910 0.5476
H -3.0443 -4.5651 2.0908
H -4.5641 -2.1995 0.8928
H -3.8252 -2.2482 2.4933
H -5.2139 -3.2895 2.1286
H -2.3524 -2.7612 0.0412
C -4.3014 -5.1308 -5.3914
C -3.7456 -5.0412 -3.9784
C -2.7376 -6.1449 -3.6977
O -4.8072 -5.0894 -3.0256
H -4.8209 -6.0834 -5.5317
H -5.0202 -4.3303 -5.5715
H -3.5087 -5.0592 -6.1349
H -3.2708 -4.0699 -3.8339
H -3.2159 -7.1244 -3.7934
H -2.3513 -6.0599 -2.6818
H -1.8985 -6.1038 -4.3910
H -5.2498 -5.9391 -3.1248
C -1.3842 -6.6612 6.5141
C -0.4356 -6.1534 5.4382
C -0.2679 -7.1646 4.3141
O 0.8335 -5.8342 6.0061
H -0.9899 -7.5773 6.9636
H -1.4905 -5.9212 7.3072
H -2.3718 -6.8772 6.1040
H -0.8193 -5.2179 5.0289
H 0.1588 -8.0964 4.6972
H 0.4112 -6.7783 3.5545
H -1.2241 -7.3946 3.8412
H 1.2017 -6.6445 6.3740
C -6.4165 -1.9589 -2.7002
C -7.6964 -1.7890 -3.5004
C -7.4223 -1.1709 -4.8634
O -8.6450 -0.9997 -2.7793
H -5.9497 -0.9859 -2.5191
H -6.6271 -2.4087 -1.7296
H -5.7038 -2.5955 -3.2240
H -8.1739 -2.7610 -3.6326
H -6.9834 -0.1765 -4.7457
H -8.3490 -1.0613 -5.4275
H -6.7301 -1.7820 -5.4441
H -8.2524 -0.1309 -2.6418
C -2.9580 5.2563 -2.4877
C -2.8232 6.1797 -1.2872
C -4.1783 6.6371 -0.7682
O -2.0084 7.3039 -1.6126
H -3.4529 5.7796 -3.3118
H -1.9755 4.9373 -2.8353
H -3.5440 4.3694 -2.2421
H -2.2867 5.6591 -0.4920
H -4.7083 7.2002 -1.5423
H -4.0556 7.2921 0.0948
H -4.7981 5.7883 -0.4762
H -2.4386 7.7956 -2.3199
*
```

Values from the calculation:
HOMO level, eV: -4.84
Calculated total energy, hartree: -3287.45191
LUMO, eV: 1.81

Atom charges from the Löwdin analysis, given in e for atoms 1 to 99: number 1, C, carries -0.10; number 2, C, carries -0.22; number 3, C, carries -0.25; number 4, O, carries -0.24; number 5, C, carries -0.33; number 6, Nb, carries 1.60; number 7, C, carries -0.29; number 8, C, carries -0.36; number 9, O, carries -0.22; number 10, Si, carries 0.39; number 11, C, carries -0.16; number 12, C, carries -0.17; number 13, C, carries -0.14; number 14, C, carries -0.25; number 15, O, carries -0.14; number 16, C, carries -0.24; number 17, C, carries 0.03; number 18, C, carries -0.28; number 19, C, carries -0.04; number 20, C, carries -0.06; number 21, C, carries -0.04; number 22, C, carries -0.16; number 23, C, carries -0.34; number 24, C, carries -0.05; number 25, C, carries -0.06; number 26, C, carries -0.25; number 27, C, carries -0.35; number 28, C, carries -0.06; number 29, C, carries -0.06; number 30, C, carries -0.30; number 31, C, carries -0.06; number 32, C, carries -0.05; number 33, C, carries -0.08; number 34, S, carries 0.48; number 35, O, carries -0.39; number 36, O, carries -0.39; number 37, F, carries -0.29; number 38, H, carries 0.07; number 39, H, carries 0.06; number 40, H, carries 0.05; number 41, H, carries 0.09; number 42, H, carries 0.10; number 43, H, carries 0.11; number 44, H, carries 0.09; number 45, H, carries 0.04; number 46, H, carries 0.05; number 47, H, carries -0.02; number 48, H, carries 0.04; number 49, H, carries 0.04; number 50, H, carries 0.10; number 51, H, carries 0.05; number 52, H, carries 0.03; number 53, H, carries 0.02; number 54, H, carries 0.03; number 55, H, carries 0.02; number 56, H, carries 0.03; number 57, H, carries 0.02; number 58, H, carries 0.02; number 59, H, carries 0.03; number 60, H, carries 0.01; number 61, H, carries 0.05; number 62, H, carries 0.04; number 63, H, carries 0.10; number 64, H, carries 0.08; number 65, H, carries 0.06; number 66, H, carries 0.04; number 67, H, carries 0.10; number 68, H, carries 0.11; number 69, H, carries 0.12; number 70, H, carries 0.07; number 71, H, carries 0.02; number 72, H, carries 0.07; number 73, H, carries 0.07; number 74, H, carries 0.07; number 75, H, carries 0.08; number 76, H, carries 0.05; number 77, H, carries 0.06; number 78, H, carries 0.10; number 79, H, carries 0.10; number 80, H, carries 0.07; number 81, H, carries 0.07; number 82, H, carries 0.07; number 83, H, carries 0.11; number 84, H, carries 0.11; number 85, C, carries -0.06; number 86, C, carries -0.49; number 87, C, carries -0.06; number 88, O, carries -0.06; number 89, H, carries 0.06; number 90, H, carries 0.07; number 91, H, carries 0.08; number 92, H, carries 0.13; number 93, H, carries 0.08; number 94, H, carries 0.08; number 95, H, carries 0.08; number 96, H, carries 0.10; number 97, C, carries -0.06; number 98, C, carries -0.50; number 99, C, carries -0.06